--- i ---
This record from the OMol25 dataset describes one molecule with the formula C4H8S2. The level of theory is wB97M-V/def2-TZVPD.

Each line ends with the natural charge from an NBO analysis.
Positions of all 14 atoms, in Å:
C -2.46222 -1.84356 0.98357  -0.40
C -1.26362 -1.30671 0.97212  -0.37
S -0.90029 0.31021 0.41700  0.21
C 0.71510 0.03582 -0.52522  -0.51
C 1.26477 1.29631 -0.98600  -0.48
S 1.79286 2.36136 0.50116  -0.08
H -2.57754 -2.87331 1.42059  0.22
H -3.29928 -1.20423 0.52768  0.21
H -0.44061 -1.87913 1.29413  0.20
H 0.64268 -0.72975 -1.35211  0.23
H 1.38506 -0.37251 0.19699  0.22
H 0.48823 1.95372 -1.44388  0.22
H 2.11403 1.18107 -1.61562  0.23
H 2.54082 3.07071 -0.39042  0.12

Net charge: 0
E_LUMO in eV: 0.77
Highest occupied orbital energy in eV: -8.549
Molecular weight in Da: 120.2

--- ii ---
This record from the OMol25 dataset describes one molecule with the formula C4H8S2. The level of theory is wB97M-V/def2-TZVPD.

Each line ends with the natural charge from an NBO analysis.
Positions of all 14 atoms, in Å:
S 1.78385 0.54316 -1.24592  -0.07
C 0.84414 -1.04301 -1.13721  -0.53
C -0.44244 -1.22130 -0.32165  -0.41
C -0.46889 -0.60699 1.02114  -0.40
C -1.79448 -0.29050 1.27001  -0.54
S -0.83090 1.04113 0.96313  0.19
H 0.53039 1.58224 -1.26236  0.15
H 0.51645 -1.41427 -2.19501  0.22
H 1.62661 -1.69596 -0.59584  0.23
H -0.70817 -2.27655 -0.03794  0.22
H -1.28915 -0.98463 -0.91355  0.21
H 0.14067 -0.70108 1.93283  0.27
H -2.46528 -0.53158 2.27471  0.23
H -2.42872 -0.35610 0.32793  0.22

Net charge: 0
E_LUMO in eV: 0.77
Highest occupied orbital energy in eV: -8.587
Molecular weight in Da: 120.2

--- iii ---
This record from the OMol25 dataset describes C4H8S2 as an isolated structure. The level of theory is wB97M-V/def2-TZVPD.

Each line ends with the natural charge from an NBO analysis.
Positions of all 14 atoms, in Å:
C -0.40023 2.14220 0.18838  -0.62
C -0.51366 0.69546 -0.32811  -0.33
C -0.31636 -1.51267 0.20558  -0.46
C 0.44520 -0.21000 0.44597  -0.38
H -0.90416 2.85862 -0.45843  0.22
H 0.64296 2.31505 0.21035  0.22
H -0.70804 2.22167 1.28501  0.21
H -0.21626 0.68821 -1.39676  0.20
H -0.34763 -2.17744 1.05529  0.22
H -0.03637 -2.08267 -0.66338  0.21
H 0.40104 0.06735 1.51937  0.23
H 1.79576 0.04032 -1.32610  0.11
S -1.87620 -0.46008 -0.12224  0.16
S 2.13139 -0.20374 -0.08377  0.00

Net charge: 0
E_LUMO in eV: 0.86
Highest occupied orbital energy in eV: -8.833
Molecular weight in Da: 120.2

Which structure is most stable? iii, by 0.633 eV over the runner-up.

--- i ---
This record from the OMol25 dataset describes C4H8S2 as an isolated structure. The level of theory is wB97M-V/def2-TZVPD.

Each line ends with the natural charge from an NBO analysis.
Positions of all 14 atoms, in Å:
C -1.16151 2.38504 -0.12882  -0.68
C 1.41919 -1.39991 -0.81300  -0.61
C 0.91292 -0.46356 0.25754  -0.36
C 1.24761 0.76929 0.04760  -0.10
S -2.88186 1.43480 0.29013  -0.11
S 2.25910 1.93605 -0.20801  0.13
H -1.09313 3.27635 0.56855  0.22
H 1.80125 -0.89696 -1.66197  0.23
H 2.20606 -2.08883 -0.56583  0.23
H 0.53825 -1.85295 -1.21389  0.22
H 0.18958 -0.62470 1.09622  0.26
H -0.17297 1.82868 -0.06558  0.21
H -1.03446 3.01324 -1.34713  0.22
H -3.53576 2.23003 1.16685  0.14

Net charge: 0
E_LUMO in eV: -0.29
Highest occupied orbital energy in eV: -8.476
Molecular weight in Da: 120.2

--- ii ---
This record from the OMol25 dataset describes one molecule with the formula C4H8S2. The level of theory is wB97M-V/def2-TZVPD.

Each line ends with the natural charge from an NBO analysis.
Positions of all 14 atoms, in Å:
S 2.36710 -1.39775 -0.21580  -0.07
C 1.86120 0.32001 0.43621  -0.51
C 0.41634 0.18643 0.58434  -0.22
C -0.44120 0.31092 -0.47247  -0.17
C -1.93082 0.24423 -0.51609  -0.57
S -2.55138 -1.34345 0.11196  -0.04
H 3.47728 -0.97479 -0.84119  0.12
H 2.44597 0.54092 1.33998  0.23
H 2.10280 1.10477 -0.34689  0.22
H -0.03729 -0.04124 1.53948  0.21
H 0.01335 0.53506 -1.42663  0.19
H -2.40279 1.07564 -0.02761  0.24
H -2.38611 0.35207 -1.53918  0.23
H -2.93447 -0.91284 1.37389  0.13

Net charge: 0
E_LUMO in eV: 0.70
Highest occupied orbital energy in eV: -8.653
Molecular weight in Da: 120.2

--- iii ---
This record from the OMol25 dataset describes C4H8S2 as an isolated structure. The level of theory is wB97M-V/def2-TZVPD.

Each line ends with the natural charge from an NBO analysis.
Positions of all 14 atoms, in Å:
C 1.91130 1.18014 -1.96157  -0.83
C 0.13589 -0.68834 -0.77315  -0.44
C -0.99327 -0.79190 0.13218  -0.28
C -0.80517 -1.82013 1.08366  -0.52
H 1.29592 1.31231 -3.35549  0.23
H 2.65058 2.35037 -1.71078  0.27
H 2.43385 -0.14281 -1.62028  0.24
H 1.17005 -0.98055 -0.75632  0.23
H -0.23953 -0.85516 -1.81844  0.23
H -1.95365 -0.55227 -0.36014  0.26
H -1.40838 -2.59293 1.51476  0.24
H 0.36429 -2.14088 0.95888  0.21
S 0.26528 1.32742 -0.96554  0.08
S -0.62813 -0.30722 1.98186  0.07

Net charge: 0
E_LUMO in eV: 0.24
Highest occupied orbital energy in eV: -8.376
Molecular weight in Da: 120.2

Which structure is most stable? ii, by 2.814 eV over the runner-up.

--- i ---
This record from the OMol25 dataset describes one molecule with the formula C7H13F. The level of theory is wB97M-V/def2-TZVPD.

Each line ends with the natural charge from an NBO analysis.
Positions of all 21 atoms, in Å:
C -0.80569 1.33401 -1.24753  -0.65
C 0.26843 0.36716 -0.82940  -0.02
C 1.43757 0.68690 -1.67199  -0.64
C 0.15872 -0.66491 0.03052  -0.02
C 1.38439 -1.50070 0.53871  -0.64
C -1.17356 -0.76596 0.76510  0.18
C -1.22524 0.10954 2.05716  -0.64
F -1.39840 -2.14040 1.16123  -0.40
H -1.74511 1.31589 -0.81327  0.21
H -0.93263 1.45192 -2.36770  0.21
H -0.50027 2.29305 -0.91550  0.22
H 1.02254 0.97877 -2.71621  0.22
H 2.15949 -0.26258 -1.87178  0.22
H 2.16122 1.51945 -1.15882  0.23
H 1.15229 -2.53997 0.28614  0.23
H 2.24629 -1.38746 -0.05178  0.22
H 1.59836 -1.33221 1.67695  0.22
H -2.00915 -0.70248 0.11323  0.19
H -1.00633 1.21298 1.64743  0.21
H -0.52977 -0.07445 2.87790  0.23
H -2.26316 0.10145 2.48959  0.22

Net charge: 0
E_LUMO in eV: 0.92
Highest occupied orbital energy in eV: -8.943
Molecular weight in Da: 116.2

--- ii ---
This record from the OMol25 dataset describes one molecule with the formula C7H13F. The level of theory is wB97M-V/def2-TZVPD.

Each line ends with the natural charge from an NBO analysis.
Positions of all 21 atoms, in Å:
C -1.45674 1.83051 0.50523  -0.60
C -1.16546 0.91397 -0.69785  -0.44
C -0.42591 -0.33472 -0.21822  -0.05
C -1.30849 -1.40432 0.34394  0.02
F -2.31624 -1.80163 -0.56748  -0.38
C 0.92143 -0.38065 -0.12683  0.04
C 1.78585 0.83949 -0.39328  -0.65
C 1.70762 -1.67243 0.13354  -0.65
H -2.06128 1.33222 1.28776  0.21
H -0.48039 2.11580 0.95264  0.20
H -1.86562 2.81312 0.19394  0.21
H -2.12255 0.64108 -1.11969  0.22
H -0.58221 1.42673 -1.49165  0.21
H -0.75707 -2.33404 0.62261  0.17
H -1.82222 -1.15404 1.29199  0.17
H 1.28706 1.77589 -0.31309  0.22
H 2.35944 0.71782 -1.36570  0.22
H 2.56401 0.79864 0.38855  0.22
H 1.09584 -2.48970 0.51445  0.21
H 2.13926 -2.01086 -0.84385  0.22
H 2.50367 -1.62288 0.90299  0.22

Net charge: 0
E_LUMO in eV: 0.98
Highest occupied orbital energy in eV: -8.963
Molecular weight in Da: 116.2

Which structure is most stable? ii, by 1.097 eV over the runner-up.

--- i ---
This record from the OMol25 dataset describes one molecule with the formula C6H6. The level of theory is wB97M-V/def2-TZVPD.

Each line ends with the natural charge from an NBO analysis.
Positions of all 12 atoms, in Å:
C -2.34584 1.25353 0.60954  -0.22
C -1.15279 1.12493 0.51075  -0.01
C 0.29166 0.91853 0.33933  -0.56
C 0.51142 0.06982 -0.87719  0.09
C 0.99453 -1.19834 -0.89467  -0.43
C 1.36493 -1.83760 0.33581  -0.13
H -3.40146 1.37613 0.71714  0.24
H 0.72428 0.42235 1.21342  0.28
H 0.78097 1.89029 0.18643  0.25
H 1.00347 -1.68060 -1.87595  0.19
H 0.18260 0.51212 -1.81821  0.20
H 1.49686 -2.91551 0.10141  0.10

Net charge: 0
E_LUMO (spin up / spin down) in eV: -1.00 / -1.00
Highest occupied orbital energy (spin up / spin down) in eV: -8.501 / -8.521
Molecular weight in Da: 78.1

--- ii ---
This record from the OMol25 dataset describes one molecule with the formula C6H6. The level of theory is wB97M-V/def2-TZVPD.

Each line ends with the natural charge from an NBO analysis.
Positions of all 12 atoms, in Å:
C -1.48924 0.64246 0.25657  -0.60
C -0.78334 -0.71209 0.11264  -0.46
C 0.59867 -0.57036 -0.40158  0.04
C 1.33803 0.03497 -1.23766  0.01
C 2.53413 0.91579 -0.79199  -0.04
C 2.14417 0.04222 0.16638  -0.34
H -2.54186 0.49524 0.51789  0.22
H -1.02336 1.25820 1.03162  0.22
H -1.44197 1.19372 -0.68748  0.22
H -1.30278 -1.31572 -0.64215  0.25
H -0.82247 -1.28708 1.04300  0.23
H 2.79001 -0.69735 0.63276  0.26

Net charge: 0
E_LUMO in eV: -0.20
Highest occupied orbital energy in eV: -8.696
Molecular weight in Da: 78.1

Which structure is most stable? i, by 1.170 eV over the runner-up.

--- i ---
This record from the OMol25 dataset describes one molecule with the formula C5H8N2. The level of theory is wB97M-V/def2-TZVPD.

Each line ends with the natural charge from an NBO analysis.
Positions of all 15 atoms, in Å:
C 2.01678 -0.33036 -0.18722  -0.62
C 0.88196 -0.45864 0.80129  0.07
C -0.25534 -1.08903 0.29621  -0.28
C -1.16423 -0.07252 -0.05780  0.07
N -2.30567 -0.19794 -0.85823  -0.81
C -0.60957 1.12763 0.35819  -0.12
N 0.51334 0.84555 1.09241  -0.49
H 2.90167 0.20436 0.17831  0.20
H 2.28624 -1.25370 -0.70796  0.22
H 1.46529 0.36438 -0.88580  0.20
H -0.30339 -2.13266 -0.00101  0.21
H -3.02190 0.46957 -0.61551  0.37
H -2.68329 -1.13450 -0.86491  0.37
H -0.97034 2.13379 0.22678  0.21
H 1.24845 1.52407 1.22525  0.39

Net charge: 0
E_LUMO in eV: 1.02
Highest occupied orbital energy in eV: -7.382
Molecular weight in Da: 96.1

--- ii ---
This record from the OMol25 dataset describes one molecule with the formula C5H8N2. The level of theory is wB97M-V/def2-TZVPD.

Each line ends with the natural charge from an NBO analysis.
Positions of all 15 atoms, in Å:
H 1.52089 -1.32048 1.39927  0.33
N 1.62406 -0.80163 0.52347  -0.62
C 0.51743 -0.77461 -0.09626  0.35
C -0.77781 -1.41108 0.34655  -0.70
C 0.39865 0.09271 -1.33870  -0.53
C -0.21762 1.28150 -0.70476  0.25
N -0.82516 2.37461 -0.64810  -0.29
C -0.15350 1.77148 0.63470  -0.35
H -1.65697 -0.83968 0.02371  0.23
H -0.83524 -2.40018 -0.11585  0.24
H -0.82739 -1.52575 1.43347  0.23
H -0.16974 -0.35691 -2.15723  0.24
H 1.39626 0.38272 -1.68610  0.27
H -0.80517 1.37647 1.41445  0.18
H 0.81131 2.15083 0.97140  0.19

Net charge: 0
E_LUMO in eV: 0.89
Highest occupied orbital energy in eV: -9.726
Molecular weight in Da: 96.1

Which structure is most stable? i, by 0.657 eV over the runner-up.

--- i ---
This record from the OMol25 dataset describes a 2-piece molecular cluster, C4H9Br2N2 overall. The level of theory is wB97M-V/def2-TZVPD.

Each line ends with the natural charge from an NBO analysis.
Positions of all 17 atoms, in Å:
C 0.66454 -0.24777 1.14836  -0.32
C -0.59874 -0.38864 0.40942  0.29
C 2.85725 0.38196 0.79431  0.07
C -1.53561 -0.92695 -1.73211  -0.46
N -0.50935 -0.67794 -0.81564  -0.44
N 1.77906 -0.11573 0.32184  -0.51
Br -1.75635 2.66801 0.09197  -0.24
Br 4.30197 0.62061 -0.36815  0.17
H 0.48667 0.44157 2.05374  0.25
H 0.62244 -1.32308 1.52117  0.26
H -1.60732 -0.58588 0.74709  0.25
H 2.92704 0.63265 1.89077  0.21
H -2.14566 0.01425 -1.90101  0.25
H -1.10974 -1.31523 -2.78865  0.26
H -2.23554 -1.64481 -1.30157  0.23
H -2.62944 3.30358 1.14040  0.26
H 0.48878 -0.83661 -1.21194  0.47

Net charge: +1
E_LUMO in eV: -4.15
Highest occupied orbital energy in eV: -13.846
Molecular weight in Da: 244.9

--- ii ---
This record from the OMol25 dataset describes a 2-piece molecular cluster, C4H9Br2N2 overall. The level of theory is wB97M-V/def2-TZVPD.

Each line ends with the natural charge from an NBO analysis.
Positions of all 17 atoms, in Å:
C -1.81061 -0.30785 -0.63210  0.02
C 0.94860 -1.19822 1.24126  -0.41
C 1.86892 0.52534 -0.25184  -0.41
C -0.33536 0.80510 0.73582  0.04
N -1.87768 0.18207 -1.78607  -0.72
N 0.85020 0.17934 0.75428  -0.36
Br -3.14842 -1.28996 0.05112  0.19
Br -0.73609 2.49969 0.11577  0.21
H 1.81252 -1.20606 1.91380  0.24
H 0.15481 -1.33110 1.83119  0.21
H 1.02086 -2.08231 0.53003  0.24
H 2.83477 0.61609 0.14987  0.24
H 1.86850 -0.30574 -0.87753  0.21
H 1.48103 1.43757 -0.84470  0.22
H -1.13731 0.44111 1.48103  0.26
H -2.71741 0.27765 -2.44068  0.42
H -1.07732 0.75729 -1.97124  0.41

Net charge: +1
E_LUMO in eV: -4.01
Highest occupied orbital energy in eV: -12.841
Molecular weight in Da: 244.9

--- iii ---
This record from the OMol25 dataset describes a 2-piece molecular cluster, C4H9Br2N2 overall. The level of theory is wB97M-V/def2-TZVPD.

Each line ends with the natural charge from an NBO analysis.
Positions of all 17 atoms, in Å:
C -0.47334 0.30929 0.38708  0.56
C 0.79353 -1.25430 -1.12676  -0.41
C 1.93774 0.35947 0.45623  -0.43
C -2.32434 -0.12301 -0.51931  -0.45
N 0.62339 -0.24455 -0.04197  -0.39
N -0.55508 1.22238 1.28972  -0.79
Br -3.28809 1.40234 -0.14144  0.21
Br -2.58175 -1.75834 0.30606  0.21
H -0.12169 -1.33140 -1.74912  0.22
H 1.65579 -0.96134 -1.65197  0.22
H 1.01052 -2.35810 -0.80191  0.24
H 1.91685 0.35553 1.55945  0.22
H 2.75536 -0.34333 0.12787  0.26
H 1.76976 1.41295 0.05998  0.23
H -1.93433 -0.03887 -1.56524  0.25
H -1.39709 1.60056 1.74152  0.44
H 0.21278 1.75074 1.66982  0.42

Net charge: +1
E_LUMO in eV: -3.81
Highest occupied orbital energy in eV: -13.725
Molecular weight in Da: 244.9

Which structure is most stable? i, by 0.787 eV over the runner-up.